{"formula": "C28H46Br2N5O7P", "method": "the ωB97M-V functional and the def2-TZVPD basis", "elements": ["C", "C", "Br", "C", "Br", "C", "C", "C", "C", "C", "C", "C", "O", "C", "P", "O", "C", "C", "C", "C", "N", "C", "O", "H", "H", "H", "H", "H", "H", "H", "H", "H", "H", "H", "H", "H", "H", "H", "H", "H", "H", "C", "N", "C", "C", "O", "H", "H", "H", "H", "H", "H", "H", "C", "N", "C", "C", "O", "H", "H", "H", "H", "H", "H", "H", "C", "N", "C", "C", "O", "H", "H", "H", "H", "H", "H", "H", "C", "N", "C", "C", "O", "H", "H", "H", "H", "H", "H", "H"], "coordinates": [[-3.58107, -2.84297, 3.11295], [-3.54430, -1.50404, 2.29123], [-5.26079, -0.50284, 2.59451], [-3.42077, -1.67675, 0.72397], [-2.23571, -3.14089, 0.14300], [-3.07639, -0.27744, 0.11449], [-4.16799, 0.47521, -0.53006], [-3.92499, 1.79522, -1.08435], [-2.58074, 2.34727, -0.98034], [-1.49946, 1.63096, -0.35438], [-1.73583, 0.27849, 0.21178], [-0.51220, -0.40952, 0.85798], [-0.53457, -1.14130, 1.81825], [0.87422, -0.06482, 0.20744], [2.19394, -1.40238, 0.18468], [3.01464, -1.38308, 1.46055], [1.09238, 1.18333, -0.30277], [2.42114, 1.66134, -0.93815], [2.25908, 2.45059, -2.29630], [2.18612, 4.02920, -2.12611], [0.85827, 4.51455, -2.66121], [-0.06929, 2.23734, -0.20415], [0.10651, 3.41080, 0.00681], [-2.54826, -3.00020, 3.52379], [-4.29234, -2.68116, 3.96580], [-3.94789, -3.70219, 2.50446], [-2.74394, -0.79842, 2.61445], [-4.44867, -1.93858, 0.35459], [-5.19565, 0.05373, -0.57566], [-4.71510, 2.41005, -1.56025], [-2.37859, 3.36521, -1.37662], [1.60354, -2.69491, -0.01370], [3.10746, -1.21997, -0.88726], [2.91697, 2.36333, -0.20573], [3.16320, 0.84604, -1.11702], [1.43311, 2.06632, -2.95008], [3.20788, 2.26319, -2.87826], [3.01777, 4.56690, -2.64785], [2.18370, 4.31935, -1.03868], [0.69145, 5.41377, -2.20325], [1.02027, 4.66160, -3.66204], [-0.59831, 5.21553, 2.10159], [-0.13525, 5.85345, 3.32127], [0.41503, 5.02883, 4.38056], [-0.20040, 7.19286, 3.50218], [0.17018, 7.78574, 4.49790], [-1.39331, 4.50743, 2.34888], [0.23003, 4.68505, 1.64137], [-0.98395, 5.95417, 1.39907], [-0.17573, 5.16582, 5.28848], [1.44184, 5.33973, 4.58345], [0.40112, 3.97943, 4.08957], [-0.63416, 7.72415, 2.63814], [6.15195, -1.67161, -4.78061], [5.22872, -0.82068, -4.05494], [5.52988, 0.59352, -3.92337], [4.09811, -1.30335, -3.49788], [3.28172, -0.64220, -2.87515], [7.12907, -1.63766, -4.29414], [6.24351, -1.30843, -5.80662], [5.79800, -2.70177, -4.79750], [5.60236, 0.85017, -2.86434], [4.72174, 1.17679, -4.36888], [6.46868, 0.82906, -4.42173], [3.96679, -2.38567, -3.65648], [4.05947, -4.52146, 5.28065], [3.90804, -4.54510, 3.84129], [3.31563, -3.39301, 3.17347], [4.29959, -5.60397, 3.09788], [4.20090, -5.68860, 1.88687], [3.07649, -4.40484, 5.74350], [4.69538, -3.67816, 5.56099], [4.51453, -5.44532, 5.63848], [2.42118, -3.71214, 2.63657], [4.02523, -2.98972, 2.45761], [3.05269, -2.62600, 3.89901], [4.73363, -6.41900, 3.70256], [-7.36626, -3.95750, -3.11875], [-6.70118, -2.84132, -2.47562], [-5.78183, -2.02595, -3.25078], [-6.90846, -2.53509, -1.17819], [-6.37867, -1.61059, -0.58367], [-6.61455, -4.65836, -3.48823], [-7.96068, -3.58645, -3.95662], [-8.02145, -4.47419, -2.41824], [-4.79305, -2.05769, -2.78800], [-6.13186, -0.99164, -3.25382], [-5.71900, -2.39379, -4.27350], [-7.62043, -3.21284, -0.68079]], "spin_multiplicity": 1, "energy_ev": -200936.9401}